# C4H5O6Yb

A molecular structure, C4H5O6Yb at a distorted geometry (ωB97M-V with the def2-TZVPD basis set, the Open Molecules 2025 dataset).

Summary:
strongest force on any atom: 0.1118 Eh/bohr
charge: 0
⟨S²⟩: 0.75
LUMO (spin up / spin down): -1.1 / -1.2 eV
2S+1: 2
energy above the lowest of the compared OMol25 structures with the same formula, charge and spin: 2.368 eV

Last column: natural (NBO) charge in e.
Atoms and positions in Å:
H1 0.09925 -0.88212 -1.57902  0.192
C1 -0.30181 -0.49697 -0.62737  -0.096
C2 -1.38944 0.50219 -0.98123  -0.084
O1 -1.03233 1.49365 -1.94840  -0.546
C3 -0.09770 2.45054 -1.79780  1.013
O2 0.14476 2.80236 -0.60154  -0.912
O3 0.73235 2.42013 -2.73887  -0.705
Yb1 1.19279 2.03169 1.04077  1.692
O4 0.76494 0.07340 0.09377  -0.840
H2 -0.75945 -1.36093 -0.11829  0.177
H3 -1.81903 1.01201 -0.10950  0.164
H4 -2.22134 -0.04290 -1.44434  0.204
H5 1.94994 0.95582 -2.27771  0.535
O5 2.88425 1.01274 0.34155  -0.885
O6 2.62220 0.09525 -1.73307  -0.755
C4 2.49411 0.03727 -0.41760  0.847